Model 1:
Entry from the Open Molecules 2025 dataset: a cluster of 2 separate species, C3H2O3S in total (ωB97M-V/def2-TZVPD).

```
! wB97M-V def2-TZVPD RIJCOSX def2/J DEFGRID3
* xyz 0 1
C -0.29 -0.55 0.00
C 0.70 2.80 0.30
C 0.84 -0.06 -0.50
O 0.39 2.67 1.38
O -1.89 -2.52 -0.74
O -0.70 -1.07 1.13
S -1.95 -1.22 -0.02
H 1.12 0.18 -1.53
H 1.77 -0.22 -0.01
*
```

Calculated values
LUMO level, eV: 0.1
HOMO-LUMO gap, Eh: 0.3696
HOMO energy, Ha: -0.3675


Model 2:
Entry from the Open Molecules 2025 dataset: the molecule C3H2O3S (ωB97M-V/def2-TZVPD).

```
! wB97M-V def2-TZVPD RIJCOSX def2/J DEFGRID3
* xyz 0 1
C 1.19 1.76 -0.67
C 0.46 0.73 -0.41
C -0.30 -0.24 -0.10
O -1.03 -1.24 -0.78
S -0.97 -1.50 0.85
O -2.24 -1.31 1.48
O -0.14 -2.60 1.20
H 0.78 2.75 -0.71
H 2.25 1.65 -0.86
*
```

Calculated values
LUMO level, eV: -0.4
HOMO-LUMO gap, Eh: 0.3704
SMILES: C=C=C1OS1(=O)=O
HOMO energy, Ha: -0.3843


Most stable: model 1. Least stable: model 2.


Model 1:
Entry from the Open Molecules 2025 dataset: a cluster of 2 separate species, CHClO3S in total (ωB97M-V/def2-TZVPD).

```
! wB97M-V def2-TZVPD RIJCOSX def2/J DEFGRID3
* xyz 0 1
C 1.48 0.74 -0.15
O 2.23 -0.06 -0.60
O -1.15 -0.44 1.63
O -2.09 0.47 -0.41
S -1.03 -0.28 0.22
Cl -0.71 -2.08 -0.95
H 1.27 1.66 0.26
*
```

Calculated values
LUMO level (alpha / beta), eV: -1.9 / -2.1
HOMO-LUMO gap (alpha / beta), Eh: 0.2736 / 0.2636
HOMO energy (alpha / beta), Ha: -0.3445 / -0.3420


Model 2:
Entry from the Open Molecules 2025 dataset: a cluster of 2 separate species, CHClO3S in total (ωB97M-V/def2-TZVPD).

```
! wB97M-V def2-TZVPD RIJCOSX def2/J DEFGRID3
* xyz 0 1
C 0.03 0.57 0.29
O -0.04 1.63 0.70
O 0.44 -0.24 -0.50
O -0.78 -0.82 1.50
S 1.29 -0.13 -2.02
Cl -1.39 0.12 2.68
H 0.45 -1.13 -2.66
*
```

Calculated values
LUMO level, eV: -1.7
HOMO-LUMO gap, Eh: 0.2628
HOMO energy, Ha: -0.3270


Most stable: model 1. Least stable: model 2.